ORCA calculation (ωB97M-V/def2-TZVPD) on the ion C13H18NSe with charge +1.

Geometry (Å):
C  -1.85  -2.25  2.67
C  -1.83  -3.09  1.59
C  -0.84  -1.37  2.96
C  -0.89  -2.86  0.61
C  0.33  -1.36  2.14
C  0.11  -1.92  0.87
C  1.32  -0.41  2.46
C  2.06  0.37  1.71
C  1.88  -0.14  -0.70
C  -0.30  3.02  -0.52
C  -1.19  0.68  -2.83
C  0.88  2.13  -0.89
C  0.20  0.34  -2.35
N  0.74  0.71  -1.03
Se  1.51  -1.99  -0.55
H  -2.78  -2.29  3.29
H  -2.62  -3.87  1.64
H  -0.80  -0.64  3.89
H  -1.01  -3.35  -0.45
H  1.39  -0.09  3.51
H  3.03  0.73  1.89
H  2.88  0.00  -1.17
H  0.08  3.94  0.05
H  -0.71  3.57  -1.42
H  -0.98  2.59  0.13
H  -2.09  0.34  -2.33
H  -1.32  1.78  -2.91
H  -1.24  0.30  -3.87
H  1.81  2.33  -0.42
H  1.16  2.36  -2.04
H  0.87  0.70  -3.14
H  0.21  -0.75  -2.43
H  -0.04  0.49  -0.37

Summary:
HOMO level: -11.58 eV
charge: +1
relative energy (zero: lowest compared OMol25 entry of this formula, charge and spin): 111.2 kcal/mol
strongest force on any atom: 5.73 eV Å⁻¹
orbital gap: 7.8 eV
electronic energy: -80596.85055 eV

Löwdin population analysis, charges in e, atoms 1 to 6:
1. C -0.099
2. C -0.081
3. C -0.020
4. C -0.132
5. C -0.263
6. C -0.412



ORCA calculation (ωB97M-V/def2-TZVPD) on an isolated molecule of C13H18O4.

Geometry (Å):
C  -5.46  -0.12  -0.17
C  -4.46  -0.96  -0.29
C  -3.46  -1.25  0.80
C  -2.08  -0.84  0.33
C  -1.17  -1.77  -0.12
C  0.08  -1.36  -0.57
C  0.43  -0.02  -0.58
C  -0.51  0.94  -0.16
C  -1.75  0.51  0.30
H  -2.48  1.22  0.63
O  -0.15  2.25  -0.24
C  -1.07  3.24  0.14
H  -1.33  3.15  1.20
H  -0.58  4.19  -0.04
H  -1.98  3.19  -0.47
O  1.67  0.31  -1.10
C  2.52  1.12  -0.30
C  3.31  0.30  0.74
O  2.46  -0.34  1.65
H  2.19  -1.18  1.25
C  4.23  -0.73  0.05
O  3.48  -1.73  -0.58
H  2.87  -1.29  -1.20
H  4.89  -0.21  -0.66
H  4.84  -1.23  0.81
H  3.92  1.01  1.32
H  1.94  1.89  0.21
H  3.21  1.60  -1.00
H  0.79  -2.09  -0.91
H  -1.42  -2.82  -0.12
H  -3.73  -0.70  1.70
H  -3.47  -2.32  1.02
H  -4.29  -1.49  -1.22
H  -6.15  0.07  -0.98
H  -5.65  0.42  0.74

Summary:
HOMO level: -8.32 eV
SMILES: C=CCc1ccc(OC[C@@H](O)CO)c(OC)c1
relative energy (zero: lowest compared OMol25 entry of this formula, charge and spin): 9.3 kcal/mol
strongest force on any atom: 0.95 eV Å⁻¹
orbital gap: 9.1 eV
electronic energy: -21961.37545 eV

Löwdin population analysis, charges in e, atoms 1 to 6:
1. C -0.001
2. C -0.183
3. C -0.164
4. C -0.236
5. C -0.035
6. C 0.001



ORCA calculation (ωB97M-V/def2-TZVPD) on an isolated molecule of C13H19B.

Geometry (Å):
B  -0.57  -0.07  -0.40
C  1.44  -0.45  1.18
C  0.19  1.45  1.64
C  2.22  -0.34  2.28
C  1.11  1.79  2.58
C  0.37  0.32  0.88
C  2.11  0.88  2.97
C  -1.81  -0.35  -1.28
C  -0.46  -0.58  -1.91
C  3.02  1.17  4.14
C  -2.86  0.56  -1.90
C  -2.59  -1.56  -0.73
C  -0.04  -1.98  -2.41
C  0.12  0.56  -2.85
H  1.68  -1.47  0.59
H  -0.69  2.01  1.24
H  3.03  -1.09  2.52
H  1.08  2.72  3.26
H  2.42  1.37  5.04
H  3.74  0.43  4.50
H  3.49  2.09  3.91
H  -3.36  0.02  -2.80
H  -2.41  1.37  -2.44
H  -3.61  0.93  -1.26
H  -3.35  -1.77  -1.53
H  -3.12  -1.21  0.18
H  -2.02  -2.35  -0.38
H  -0.26  -2.75  -1.72
H  1.06  -2.03  -2.76
H  -0.61  -2.28  -3.37
H  -0.44  0.48  -3.76
H  1.17  0.63  -3.09
H  -0.04  1.51  -2.34

Summary:
HOMO level: -8.18 eV
SMILES: Cc1ccc(B2C(C)(C)C2(C)C)cc1
relative energy (zero: lowest compared OMol25 entry of this formula, charge and spin): 0.0 kcal/mol
strongest force on any atom: 5.99 eV Å⁻¹
orbital gap: 8.7 eV
electronic energy: -14462.69367 eV

Löwdin population analysis, charges in e, atoms 1 to 6:
1. B -0.045
2. C -0.102
3. C -0.074
4. C -0.055
5. C -0.052
6. C -0.151



ORCA calculation (ωB97M-V/def2-TZVPD) on a structure of composition C13H19BClF10O13S3Si2.

Geometry (Å):
C  5.01  0.71  -1.78
C  5.08  -0.54  -2.64
O  3.85  -1.29  -2.66
B  2.65  -0.67  -2.69
O  2.33  0.35  -3.58
Si  1.12  -1.16  -1.46
C  -0.42  -1.65  -2.44
C  -1.04  -3.00  -2.20
O  -0.47  -4.01  -1.91
O  -2.41  -2.96  -2.48
C  -3.30  -3.15  -1.43
C  -4.58  -2.42  -1.66
O  -3.03  -3.82  -0.47
O  0.88  0.19  -0.54
Si  -0.55  0.70  0.10
Cl  -1.83  -0.86  0.49
C  -1.34  2.04  -0.89
C  -2.83  2.22  -0.53
S  -0.05  1.65  2.06
C  -1.12  0.98  3.29
O  -0.36  3.04  1.85
O  1.30  1.24  2.41
S  2.12  -2.71  -0.17
O  3.19  -1.94  0.45
O  2.45  -3.86  -0.97
C  1.11  -3.24  1.29
F  0.80  -2.10  1.97
F  -0.04  -3.80  0.87
C  1.85  -4.22  2.27
F  2.85  -4.85  1.63
F  0.95  -5.14  2.69
C  2.43  -3.54  3.55
F  3.22  -4.42  4.15
F  1.45  -3.23  4.38
F  3.12  -2.47  3.28
H  6.03  1.03  -1.57
H  4.54  0.50  -0.82
H  4.53  1.55  -2.28
H  5.40  -0.31  -3.66
H  5.82  -1.22  -2.22
H  2.38  1.25  -3.22
H  -1.21  -0.90  -2.36
H  -0.12  -1.63  -3.49
H  -5.39  -3.16  -1.70
H  -4.75  -1.74  -0.82
H  -4.58  -1.88  -2.60
H  -1.17  1.90  -1.95
H  -0.82  2.95  -0.56
H  -3.00  2.04  0.53
H  -3.13  3.26  -0.69
H  -3.47  1.54  -1.10
H  -0.86  1.50  4.22
H  -2.16  1.16  3.01
H  -0.91  -0.08  3.37
C  -2.01  6.49  1.93
F  -2.21  7.62  2.63
F  -0.93  6.69  1.15
F  -1.70  5.52  2.80
S  -3.48  6.02  0.92
O  -3.64  7.17  0.05
O  -4.50  5.84  1.93
O  -3.03  4.81  0.27

Summary:
HOMO level: -6.13 eV
charge: -1
strongest force on any atom: 1.04 eV Å⁻¹
orbital gap: 7.9 eV
electronic energy: -129049.44581 eV

Löwdin population analysis, charges in e, atoms 1 to 6:
1. C -0.061
2. C -0.202
3. O 0.039
4. B -0.628
5. O 0.122
6. Si 0.635



ORCA calculation (ωB97M-V/def2-TZVPD) on a structure of composition C13H19BCsNO9.

Geometry (Å):
Cs  0.08  -2.58  -0.19
O  1.34  -4.09  0.01
C  1.96  -3.71  -1.03
O  2.89  -2.80  -1.00
B  3.38  -2.55  -2.41
O  2.80  -3.57  -3.25
C  1.91  -4.28  -2.47
O  1.09  -5.18  -2.77
O  4.88  -2.39  -2.35
C  5.27  -1.23  -2.73
O  6.46  -0.80  -2.72
C  4.02  -0.42  -3.04
O  2.95  -1.21  -2.86
O  4.08  0.76  -3.46
C  -2.30  0.43  2.94
C  -1.66  -0.04  1.59
C  -2.78  -0.08  0.53
C  -3.15  1.34  -0.04
C  -1.97  2.10  -0.44
C  -0.75  2.13  0.51
N  -0.53  0.69  1.07
O  0.77  0.42  1.55
C  0.41  2.65  -0.36
C  -1.09  3.18  1.63
C  -1.19  -1.54  1.64
H  -1.62  0.48  3.79
H  -3.22  -0.05  3.25
H  -2.56  1.48  2.83
H  -2.46  -0.75  -0.28
H  -3.70  -0.52  0.91
H  -3.52  1.92  0.81
H  -3.96  1.35  -0.78
H  -2.30  3.12  -0.65
H  -1.67  1.85  -1.46
H  0.72  2.06  -1.23
H  0.18  3.69  -0.60
H  1.24  2.53  0.33
H  -2.18  3.31  1.67
H  -0.57  3.10  2.58
H  -0.80  4.15  1.21
H  -0.87  -1.81  0.63
H  -2.06  -2.18  1.74
H  -0.47  -1.72  2.44
H  0.94  0.73  2.45

Summary:
HOMO level: -9.23 eV
relative energy (zero: lowest compared OMol25 entry of this formula, charge and spin): 270.6 kcal/mol
strongest force on any atom: 11.90 eV Å⁻¹
orbital gap: 7.5 eV
electronic energy: -34924.26630 eV

Löwdin population analysis, charges in e, atoms 1 to 6:
1. Cs 2.279
2. O -0.508
3. C -0.612
4. O 0.209
5. B -0.819
6. O 0.259



ORCA calculation (ωB97M-V/def2-TZVPD) on a cluster of 6 separate species, C13H19Br2ClN5S in total.

Geometry (Å):
C  3.75  -0.40  0.47
C  2.81  0.76  0.32
Br  3.48  2.39  0.87
C  1.54  0.71  -0.15
Br  0.34  2.13  -0.33
S  0.98  -0.83  -0.69
Cl  -0.70  -1.16  0.33
H  3.48  -1.24  -0.16
H  4.74  -0.07  0.13
H  3.83  -0.68  1.52
H  0.38  -0.47  -1.85
C  -2.23  1.82  -3.25
C  -2.23  0.71  -4.20
N  -2.23  -0.20  -4.89
H  -1.23  2.26  -3.19
H  -2.93  2.59  -3.56
H  -2.52  1.44  -2.27
C  6.47  -4.39  1.06
C  5.99  -3.38  0.13
N  5.61  -2.60  -0.63
H  7.18  -5.04  0.56
H  6.96  -3.91  1.91
H  5.64  -4.99  1.43
C  -1.03  0.01  4.20
C  0.09  -0.37  5.04
N  1.01  -0.67  5.67
H  -0.76  0.87  3.59
H  -1.30  -0.82  3.55
H  -1.90  0.27  4.81
C  -4.31  -2.22  -2.17
C  -4.35  -1.03  -1.31
N  -4.38  -0.09  -0.66
H  -3.28  -2.47  -2.40
H  -4.79  -3.05  -1.66
H  -4.83  -2.02  -3.10
C  -3.58  4.43  0.47
C  -2.49  4.22  -0.48
N  -1.66  4.05  -1.25
H  -3.30  5.21  1.18
H  -4.48  4.73  -0.06
H  -3.78  3.51  1.01

Summary:
HOMO level: -13.48 eV
charge: +1
strongest force on any atom: 0.49 eV Å⁻¹
orbital gap: 8.3 eV
electronic energy: -184672.37920 eV

Löwdin population analysis, charges in e, atoms 1 to 6:
1. C -0.155
2. C -0.815
3. Br 0.910
4. C -1.105
5. Br 0.813
6. S 0.714



- Among the records above, which one has the highest electronic energy?
  C13H19B



- Among the records above, which one has the lowest orbital gap?
  C13H19BCsNO9



Repeat the third record exactly.
ORCA calculation (ωB97M-V/def2-TZVPD) on an isolated molecule of C13H19B.

Geometry (Å):
B  -0.57  -0.07  -0.40
C  1.44  -0.45  1.18
C  0.19  1.45  1.64
C  2.22  -0.34  2.28
C  1.11  1.79  2.58
C  0.37  0.32  0.88
C  2.11  0.88  2.97
C  -1.81  -0.35  -1.28
C  -0.46  -0.58  -1.91
C  3.02  1.17  4.14
C  -2.86  0.56  -1.90
C  -2.59  -1.56  -0.73
C  -0.04  -1.98  -2.41
C  0.12  0.56  -2.85
H  1.68  -1.47  0.59
H  -0.69  2.01  1.24
H  3.03  -1.09  2.52
H  1.08  2.72  3.26
H  2.42  1.37  5.04
H  3.74  0.43  4.50
H  3.49  2.09  3.91
H  -3.36  0.02  -2.80
H  -2.41  1.37  -2.44
H  -3.61  0.93  -1.26
H  -3.35  -1.77  -1.53
H  -3.12  -1.21  0.18
H  -2.02  -2.35  -0.38
H  -0.26  -2.75  -1.72
H  1.06  -2.03  -2.76
H  -0.61  -2.28  -3.37
H  -0.44  0.48  -3.76
H  1.17  0.63  -3.09
H  -0.04  1.51  -2.34

Summary:
HOMO level: -8.18 eV
SMILES: Cc1ccc(B2C(C)(C)C2(C)C)cc1
relative energy (zero: lowest compared OMol25 entry of this formula, charge and spin): 0.0 kcal/mol
strongest force on any atom: 5.99 eV Å⁻¹
orbital gap: 8.7 eV
electronic energy: -14462.69367 eV

Löwdin population analysis, charges in e, atoms 1 to 6:
1. B -0.045
2. C -0.102
3. C -0.074
4. C -0.055
5. C -0.052
6. C -0.151



- Which value of orbital gap does entry 1 give?
  7.8 eV